Record 1
C4H9O6S3 | ωB97M-V/def2-TZVPD

The geometry in XYZ format:
```
22
Properties=species:S:1:pos:R:3:forces:R:3
C 0.4400 0.2891 1.1061 -0.87 0.47 2.33
C 0.5360 -0.6716 -0.0129 0.53 0.71 -0.71
C -0.0761 -0.2732 -1.3366 -1.10 -1.33 -0.31
C -1.4837 0.1672 -1.1114 -1.80 1.86 1.30
O -2.8844 -0.5440 2.7449 1.18 -0.92 1.14
O -2.8843 -3.0213 2.7951 -0.80 -1.01 0.40
O -1.9594 -1.8890 0.8366 0.84 0.48 1.25
O -2.5006 -2.3704 -1.2995 0.20 0.08 -1.61
O -3.3537 0.8021 0.7070 -0.57 1.73 1.41
O -4.4437 1.7442 2.7452 1.04 -0.38 -0.15
S -2.0820 -1.8717 2.5299 -0.17 2.25 -0.40
S -2.6857 -1.1992 -0.4397 -0.25 -0.72 -1.33
S -4.1835 0.5856 1.9016 -1.46 -0.23 -1.21
H -0.6538 0.5682 1.1115 1.32 0.24 0.85
H 0.6431 -0.3438 2.0541 -0.28 1.45 -1.16
H 1.1082 1.2126 1.1094 -0.88 -1.19 -0.23
H 1.5344 -0.8906 -0.1725 2.38 -0.51 -0.54
H 0.1364 -1.5848 0.3361 -0.73 -0.89 0.00
H -0.1321 -1.1851 -1.9205 0.06 -0.40 -0.34
H 0.4816 0.3955 -1.9639 0.45 0.79 0.05
H -1.5418 1.0526 -0.3869 0.10 -1.54 -0.87
H -2.1177 0.6007 -1.9335 0.80 -0.93 0.13
```
Positions in Å, forces in eV/Å.

Summary:
gap between HOMO and LUMO = 8.43 eV
maximum force = 0.0563 Eh/bohr
energy relative to the best compared isomer or geometry (same formula, charge and spin) = 2.2 kcal per mole
HOMO = -5.09 eV
E_LUMO = 3.34 eV
net charge = -1

=====

Record 2
C4H9OP | ωB97M-V/def2-TZVPD

The geometry in XYZ format:
```
15
Properties=species:S:1:pos:R:3:forces:R:3
C 2.7850 1.3784 0.6720 2.27 1.03 -1.28
C 1.6002 1.1018 1.1032 -1.50 -3.01 -2.40
C -2.3419 -1.2167 -0.8050 -2.25 -1.21 0.54
C -1.1197 0.5752 0.0693 1.77 -1.04 -1.94
O -1.8505 0.0190 -1.0008 1.15 3.35 -0.60
P 0.5217 -0.1158 0.1253 0.24 1.21 0.78
H 3.3625 2.1908 1.1264 0.00 -0.49 0.02
H 3.2151 0.9442 -0.2437 -0.22 0.16 0.51
H 1.2346 1.5222 1.9569 -1.32 1.09 2.06
H -2.7532 -1.6320 -1.7673 0.17 0.54 0.86
H -3.2375 -1.0563 -0.0289 1.94 -1.50 -1.10
H -1.4344 -1.8030 -0.5770 -0.95 -0.87 0.86
H -1.5858 0.5616 1.0007 -1.22 -0.01 1.67
H 0.8922 -0.1036 -1.1987 0.22 0.48 -0.64
H 1.1947 -1.4014 0.2837 -0.28 0.27 0.65
```
Positions in Å, forces in eV/Å.

Summary:
gap between HOMO and LUMO = 8.63 eV
maximum force = 0.0804 Eh/bohr
energy relative to the best compared isomer or geometry (same formula, charge and spin) = 104.8 kcal per mole
SMILES = C=C[PH2]=COC
HOMO = -7.58 eV
E_LUMO = 1.05 eV

=====

What is the E_LUMO in the first record? 3.34 eV

=====

Among the records above, which one has the lowest E_LUMO? C4H9OP